Here is C19H22N4O3 in the gas phase from the OMol25 dataset. Energies are from ωB97M-V/def2-TZVPD.

Properties
**M**: 354.410 g mol⁻¹
**HOMO**: -7.79 eV
**F_max**: 1.2 eV/A
**Gap between HOMO and LUMO**: 0.3111 Ha
**Lowest unoccupied orbital energy**: 0.68 eV
**SMILES string**: O=c1[nH]c(N2CCN(Cc3ccc4c(c3)OCO4)CC2)nc2c1CCC2

Atoms and positions in Å:
1 O 2.82 0.79 2.25
2 C 2.30 0.68 1.16
3 N 1.06 1.32 0.93
4 C 0.35 1.24 -0.23
5 N -0.86 1.84 -0.32
6 C -1.38 2.87 0.54
7 C -2.74 2.43 1.13
8 N -3.42 1.47 0.28
9 C -3.44 0.09 0.74
10 C -2.12 -0.63 0.88
11 C -1.38 -0.53 2.05
12 C -0.18 -1.22 2.24
13 C 0.25 -2.02 1.21
14 C -0.48 -2.13 0.03
15 C -1.66 -1.45 -0.16
16 O 0.15 -3.00 -0.81
17 C 1.26 -3.49 -0.09
18 O 1.35 -2.82 1.14
19 C -3.16 1.71 -1.11
20 C -1.66 1.61 -1.50
21 N 0.79 0.59 -1.27
22 C 1.98 -0.02 -1.14
23 C 2.75 -0.01 -0.01
24 C 4.00 -0.81 -0.18
25 C 4.04 -1.08 -1.70
26 C 2.63 -0.80 -2.24
27 H 0.68 1.79 1.74
28 H -1.51 3.78 -0.06
29 H -0.68 3.11 1.35
30 H -2.62 2.01 2.12
31 H -3.38 3.32 1.22
32 H -4.07 -0.45 0.04
33 H -3.94 0.10 1.71
34 H -1.75 0.07 2.86
35 H 0.39 -1.13 3.15
36 H -2.22 -1.57 -1.07
37 H 1.14 -4.57 0.08
38 H 2.18 -3.32 -0.67
39 H -3.74 1.01 -1.71
40 H -3.52 2.72 -1.33
41 H -1.42 2.34 -2.28
42 H -1.41 0.62 -1.87
43 H 4.88 -0.27 0.17
44 H 3.93 -1.74 0.40
45 H 4.37 -2.10 -1.92
46 H 4.75 -0.40 -2.17
47 H 2.64 -0.23 -3.17
48 H 2.06 -1.71 -2.42